{
  "formula": "C41H28Cl2N11O4SSeW",
  "method": "ωB97M-V with the def2-TZVPD basis set",
  "species": ["H", "H", "C", "N", "H", "C", "N", "H", "C", "H", "N", "C", "Se", "H", "N", "H", "C", "C", "C", "C", "Cl", "C", "H", "H", "H", "C", "O", "C", "H", "H", "O", "C", "H", "C", "W", "C", "C", "C", "H", "H", "Cl", "H", "N", "C", "N", "C", "N", "H", "H", "H", "C", "C", "O", "C", "C", "C", "N", "N", "H", "C", "C", "H", "H", "N", "C", "C", "N", "C", "C", "C", "C", "O", "C", "C", "H", "S", "C", "C", "C", "C", "H", "C", "H", "H", "H", "C", "C", "H", "C"],
  "xyz": [[2.767701, 2.308059, -6.070850], [-4.099693, 5.699117, 3.762155], [1.324129, -4.002606, 3.114233], [1.301818, 4.377554, -6.143478], [1.732347, -1.705830, -1.919548], [5.353211, -2.202996, 2.160529], [2.545989, -4.606990, 2.722441], [-1.877291, 5.972647, 2.703395], [2.847305, -0.919877, -3.581198], [-5.285123, 3.537136, 3.584703], [-1.052371, 1.837209, -2.507053], [4.185337, -2.738950, 2.681272], [-1.316126, -1.572507, -3.455317], [-4.298662, 1.682790, 2.302456], [0.242948, 1.223269, -0.043521], [-1.099092, -1.906363, 2.013334], [-1.849292, 3.990054, 1.912216], [0.802333, -4.285990, 4.370836], [1.565993, 1.078056, 0.101692], [-0.382423, -3.703832, 4.786005], [3.930781, -6.211472, 0.740601], [1.970590, 1.127047, -4.439678], [1.914543, -2.202634, 0.827542], [2.542944, -5.608900, 2.626872], [-6.276319, 1.191901, -0.271457], [1.485219, 1.402301, 2.458567], [-0.689115, -3.312928, -0.702831], [-3.774862, 2.621194, 2.381444], [3.289885, 0.985805, 1.351687], [5.721205, -1.269778, 2.565311], [-0.030726, -1.219047, -0.347259], [-1.023043, 4.133298, -4.111320], [-0.483214, 1.882847, 3.171852], [-0.448888, 1.538772, 1.057648], [-1.327337, -0.352407, -1.489354], [0.134249, 1.636673, 2.320127], [-0.554942, -2.572132, 2.675854], [-2.412044, 5.035707, 2.621708], [-2.787779, 4.648575, -3.028685], [3.556809, -1.734665, -3.581952], [3.441784, -1.859535, 3.984435], [-2.754938, 2.643918, -1.658647], [-5.805227, 0.931413, -1.121012], [6.069423, -2.882625, 1.193039], [0.899771, 0.043991, -2.574170], [1.822821, -0.900697, -2.638268], [-2.623406, -1.388674, -0.406560], [1.551827, -3.903900, 0.454710], [-0.774999, -3.927576, 5.768685], [6.982285, -2.460267, 0.796520], [0.002470, 3.177526, -4.255736], [2.221592, 1.145415, 1.311563], [2.263846, 4.304396, -6.877343], [0.615027, -3.175338, 2.231380], [-1.891397, 1.759072, 0.907085], [4.468327, -4.653933, 1.286999], [-3.829715, 1.262402, -0.079180], [-2.484221, 1.105477, -0.046670], [-1.964846, -2.353503, 4.275103], [5.629631, -4.122945, 0.764766], [1.131950, -2.968223, 0.824820], [3.689983, 0.111986, -5.262524], [6.188061, -4.685953, 0.029875], [-5.231883, -5.035357, 1.038539], [3.683824, -3.982421, 2.244781], [1.998634, 2.244451, -5.314855], [-4.264576, -2.812111, 0.616213], [-4.748013, -4.013277, 0.808960], [1.091688, 3.240744, -5.210283], [-3.654948, 4.877053, 3.217262], [-1.048315, -2.825532, 3.945385], [0.519591, 5.305627, -6.132389], [-2.530074, 2.773827, 1.770058], [-3.403226, -2.160032, 0.055378], [-0.885655, 4.122850, 1.436338], [-3.708385, 0.346850, -2.609961], [-0.057889, 2.046865, -3.407432], [2.921305, 0.096496, -4.500749], [-1.978356, 2.777512, -2.393053], [-4.467930, 0.864177, -1.148866], [1.958527, 1.431519, 3.429592], [-4.322272, 3.666170, 3.108359], [-1.043290, 5.013600, -4.724708], [2.131996, 0.895029, -0.797485], [1.361647, -4.943584, 5.024060], [0.046937, -2.550377, -0.130304], [0.967311, 1.048504, -3.464527], [-6.340067, 0.659434, -1.924452], [-1.993580, 3.929443, -3.165722]],
  "forces_ev_per_angstrom": [[0.030, 0.047, 0.031], [-0.006, -0.027, 0.031], [-0.113, 0.161, -0.104], [0.097, 0.109, -0.311], [-0.012, 0.027, -0.009], [-0.032, -0.020, -0.023], [0.068, 0.097, 0.195], [-0.032, 0.011, 0.014], [0.126, 0.082, -0.096], [0.008, -0.013, 0.005], [-0.212, -0.405, -0.209], [-0.030, -0.255, -0.046], [-0.455, 0.577, 1.717], [-0.043, -0.002, -0.039], [-0.052, 0.126, 0.493], [-0.029, -0.017, 0.020], [-0.089, -0.158, -0.092], [0.098, 0.079, -0.060], [-0.035, -0.014, -0.220], [0.014, -0.055, 0.005], [0.055, -0.049, -0.094], [-0.125, -0.144, 0.236], [0.073, -0.052, -0.030], [-0.053, -0.014, -0.009], [0.028, 0.053, -0.002], [0.045, -0.044, -0.081], [0.431, -0.128, 0.310], [0.129, -0.052, 0.134], [0.015, 0.032, -0.012], [-0.053, 0.025, -0.040], [0.042, -0.670, 0.223], [-0.067, -0.068, 0.149], [-0.010, -0.032, 0.001], [0.274, 0.044, 0.078], [-0.607, 1.670, -2.259], [-0.090, 0.034, -0.006], [0.022, 0.020, -0.008], [0.010, 0.051, -0.003], [-0.003, -0.008, 0.049], [-0.010, -0.006, 0.020], [-0.230, -0.092, -0.073], [0.042, -0.077, -0.042], [-0.128, 0.006, -0.048], [0.073, 0.072, -0.014], [-0.166, -0.100, -0.137], [-0.161, -0.130, 0.291], [0.434, -0.262, -0.458], [0.010, 0.006, -0.023], [-0.014, 0.016, -0.004], [0.006, -0.021, 0.013], [-0.079, 0.034, 0.087], [0.061, 0.039, 0.095], [-0.146, 0.039, 0.117], [0.182, -0.085, 0.142], [-0.147, -0.225, -0.404], [-0.102, 0.167, 0.020], [-0.580, -0.090, 0.228], [0.373, 0.278, 0.132], [-0.006, -0.004, -0.029], [0.051, -0.070, -0.039], [0.089, 0.325, 0.122], [0.013, 0.026, 0.009], [-0.024, -0.025, 0.004], [0.060, 0.099, -0.056], [0.048, 0.096, 0.006], [-0.068, 0.318, -0.167], [-0.099, 0.390, 0.100], [0.047, -0.267, -0.006], [0.126, -0.419, 0.173], [0.064, 0.050, -0.023], [-0.110, 0.035, 0.049], [-0.029, -0.154, 0.172], [-0.102, 0.239, 0.043], [0.077, -0.112, -0.103], [0.028, 0.023, 0.019], [0.691, -0.644, 0.383], [0.072, 0.135, -0.092], [-0.062, -0.032, 0.080], [-0.080, -0.013, 0.304], [0.477, 0.175, -0.133], [0.006, -0.010, 0.028], [-0.042, -0.039, 0.026], [0.043, 0.062, -0.110], [-0.001, -0.088, 0.003], [-0.021, 0.013, 0.020], [-0.370, -0.791, -0.381], [0.103, -0.001, -0.096], [-0.041, -0.062, 0.007], [0.225, 0.163, -0.196]],
  "e_homo_ev": -10.2,
  "gap_ev": 5.792,
  "lumo_energy_ev": -4.4,
  "charge": 1
}



{
  "formula": "C41H31Cl2I2N3O3TeTl",
  "method": "ωB97M-V with the def2-TZVPD basis set",
  "species": ["H", "C", "C", "H", "H", "C", "H", "H", "H", "C", "C", "C", "N", "C", "H", "H", "C", "H", "C", "O", "C", "C", "C", "C", "H", "N", "C", "C", "H", "C", "H", "H", "Tl", "H", "C", "I", "C", "H", "H", "C", "C", "C", "Te", "H", "H", "C", "C", "C", "C", "H", "H", "Cl", "C", "C", "H", "H", "C", "H", "H", "C", "C", "C", "C", "H", "H", "C", "C", "O", "C", "O", "N", "H", "C", "C", "C", "C", "H", "C", "I", "H", "H", "Cl", "C", "H"],
  "xyz": [[-3.966287, 1.740961, -0.201283], [-3.648985, -2.576120, -1.744168], [-5.321937, 0.652630, 1.229413], [1.723496, 5.203500, 1.374237], [3.711971, 5.401083, 4.214231], [4.478633, 2.662459, -3.906941], [4.202039, -0.214821, 1.806995], [0.128891, 4.175523, 0.178787], [2.799060, -5.498554, -4.903669], [2.456758, 1.700371, -2.946370], [-1.477916, -2.253866, 2.508917], [3.774477, 5.533340, 3.131925], [-2.583382, -0.524168, -1.024648], [3.214803, 1.274549, -1.854590], [4.267870, 0.496178, 3.405702], [-3.668301, -3.379331, -2.466051], [0.986203, 1.440765, -3.114801], [5.159923, 1.180341, -0.957981], [-2.692950, -1.583482, -1.822892], [-1.808385, 1.739960, 1.478697], [1.672371, -3.083654, -2.808583], [0.728353, 3.313923, -0.111800], [1.887383, 3.147386, 0.828553], [-0.108658, -4.582160, -3.429107], [-5.958678, -1.400136, 3.271243], [-2.624755, -0.491338, 1.364658], [5.221338, 2.224336, -2.819674], [2.106432, -4.926839, -4.295992], [4.807401, 5.799094, 2.894644], [-2.704093, -1.532891, 2.309195], [2.544392, 2.738331, -4.811872], [3.138851, 6.376204, 2.860148], [-0.520199, -0.034384, 0.349791], [0.425515, -6.179170, -4.763375], [-1.582647, -3.315481, 3.440352], [-7.607969, -1.467885, 0.820459], [-3.906485, -1.838192, 2.942856], [5.514955, 0.877405, 2.221332], [0.557956, 2.171733, -3.803195], [-3.904295, -2.903024, 3.846216], [2.554739, -3.819562, -3.590347], [4.444939, 0.693428, 2.346230], [2.475456, 0.093169, -0.247369], [-6.153266, 1.288923, 0.935254], [0.442190, 1.484257, -2.172959], [-4.611190, -1.400485, 0.110752], [2.592189, 1.944532, 1.007240], [-3.987634, 0.940518, 0.534471], [3.354005, 4.283937, 2.405489], [4.847537, 3.044866, 3.301279], [-1.965386, -1.614041, -2.631425], [-0.162177, -4.281892, 3.755497], [-2.888368, 1.007626, 1.664681], [-5.542503, -0.890689, 1.143237], [-1.146616, -4.880369, -3.346540], [0.813693, 0.438543, -3.506384], [0.340453, -3.474088, -2.726476], [0.067654, 2.454123, -0.115858], [-5.509305, -3.114469, -0.729811], [2.281291, 4.284965, 1.529385], [3.121217, 2.402001, -3.956952], [-5.143691, -1.033034, 2.655965], [4.582233, 1.530689, -1.806254], [6.286324, 2.413348, -2.762836], [-2.775328, -4.455534, 4.792433], [-2.755890, -3.632432, 4.091593], [-5.024904, 0.540738, 2.757186], [3.434904, -1.735147, -1.919307], [4.018047, 3.087919, 2.599126], [-0.404921, -1.962411, 1.884251], [1.290177, -1.077000, -1.512356], [-0.329472, -2.916209, -2.088011], [-4.664336, -2.432275, -0.753619], [2.186309, -1.893470, -2.038805], [-3.466619, -0.453902, 0.095871], [-3.661839, 1.085836, 2.954035], [3.589432, -3.503744, -3.626230], [0.773881, -5.309423, -4.218233], [-3.284960, 2.618612, 4.268076], [1.086739, 3.473927, -1.133368], [4.955957, 3.201835, -4.716592], [-5.359831, -3.377939, 4.719233], [3.650898, 1.917815, 1.933613], [-5.775179, 0.961932, 3.423478]],
  "forces_ev_per_angstrom": [[-0.040, -0.003, -0.005], [-0.034, 0.036, 0.069], [-0.077, -0.004, 0.010], [-0.012, 0.009, 0.015], [-0.005, -0.001, 0.005], [0.054, -0.004, 0.012], [-0.019, 0.010, -0.004], [-0.006, 0.010, -0.002], [-0.002, 0.004, -0.006], [0.046, 0.063, -0.040], [-0.104, 0.021, -0.049], [0.013, 0.008, 0.016], [0.091, 0.059, -0.011], [0.133, -0.072, 0.013], [0.012, -0.003, 0.002], [-0.008, -0.006, -0.016], [-0.049, -0.045, -0.034], [0.000, -0.013, 0.009], [0.063, -0.046, -0.103], [0.122, -0.073, -0.012], [0.012, -0.010, 0.043], [0.118, -0.001, -0.187], [0.090, 0.037, 0.060], [0.021, 0.009, -0.001], [-0.009, 0.017, -0.045], [0.042, 0.141, -0.010], [-0.027, 0.005, -0.011], [0.028, -0.015, -0.028], [0.002, 0.001, -0.001], [0.056, -0.118, -0.061], [-0.005, 0.025, 0.005], [-0.005, 0.004, -0.002], [0.339, -0.259, 0.371], [-0.003, -0.002, -0.006], [0.056, -0.010, -0.012], [-0.039, -0.028, 0.005], [-0.034, -0.048, 0.021], [0.004, -0.003, 0.001], [-0.022, 0.006, 0.019], [-0.027, -0.014, 0.026], [-0.006, 0.023, -0.042], [0.015, -0.057, -0.014], [-1.064, 0.012, 0.177], [0.025, 0.000, -0.032], [0.014, -0.005, -0.010], [-0.029, 0.011, 0.036], [0.213, 0.152, -0.178], [0.051, 0.007, 0.008], [-0.033, 0.031, -0.034], [0.005, 0.003, 0.011], [0.041, -0.008, 0.031], [0.005, 0.011, 0.018], [-0.077, 0.062, 0.026], [-0.045, -0.010, 0.002], [-0.008, -0.011, -0.002], [0.006, -0.003, -0.014], [0.006, -0.049, 0.031], [-0.054, 0.037, 0.037], [-0.001, 0.008, -0.015], [-0.051, -0.004, 0.040], [-0.054, -0.017, -0.022], [0.107, 0.012, 0.011], [-0.004, 0.102, 0.052], [0.006, 0.001, -0.005], [-0.001, -0.008, -0.002], [-0.028, -0.001, 0.025], [0.023, -0.050, 0.090], [0.157, -0.155, -0.203], [-0.002, -0.061, 0.046], [0.066, 0.042, -0.015], [0.289, -0.038, -0.097], [0.002, 0.006, 0.015], [-0.009, -0.047, -0.046], [-0.123, 0.046, -0.028], [-0.094, 0.076, -0.027], [-0.075, 0.144, -0.122], [0.003, -0.004, 0.022], [-0.036, -0.020, -0.001], [0.044, 0.008, 0.077], [-0.002, -0.032, 0.009], [0.002, 0.010, 0.000], [0.009, 0.001, -0.001], [-0.085, 0.093, 0.088], [0.019, -0.007, 0.002]],
  "e_homo_ev": [-1.6, -1.7],
  "spin_multiplicity": 2,
  "gap_ev": [5.258, 5.318],
  "lumo_energy_ev": [3.7, 3.7],
  "charge": -2
}



Number 1: largest force on an atom 2.9 eV/A. Number 2: largest force on an atom 1.1 eV/A.